No. 1
# CH34O20

18 unconnected molecules or ions with the total composition CH34O20 at a distorted geometry (ωB97M-V/def2-TZVPD, the OMol25 dataset).

The geometry in ORCA input format:
```
! RIJCOSX wB97M-V def2-TZVPD def2/J DEFGRID3
* xyz -2 1
C -0.01 -0.26 0.26
O 1.17 -0.90 0.44
O -0.67 -0.42 -0.87
O -0.32 0.64 1.16
O -0.90 2.82 -2.57
H -0.68 3.48 -1.89
H -0.28 2.14 -2.39
O -2.14 -2.93 -2.14
H -1.19 -2.67 -2.19
H -2.45 -2.61 -2.98
O 0.52 -2.31 -2.42
H 0.31 -1.62 -1.80
H 1.05 -2.92 -1.97
O -2.62 0.81 -1.95
H -2.07 0.17 -1.44
H -2.02 1.53 -1.89
O -0.17 0.88 3.63
H -0.85 0.22 3.84
H -0.10 0.86 2.65
O -2.76 -1.79 0.62
H -2.25 -1.76 -0.16
H -2.80 -0.88 0.77
O -0.62 -2.61 2.01
H -0.06 -1.97 1.59
H -1.45 -2.37 1.60
O 1.87 -3.25 0.07
H 1.53 -2.34 0.26
H 0.99 -3.67 -0.02
O -0.43 3.03 0.07
H -1.35 3.18 0.10
H -0.39 2.11 0.39
O -0.85 0.22 -4.04
H -0.08 -0.06 -3.46
H -1.48 -0.05 -3.37
O -1.47 2.98 2.76
H -1.12 2.17 3.14
H -1.07 3.06 1.92
O 1.03 1.04 -2.08
H 0.50 0.54 -1.50
H 1.62 1.44 -1.45
O 4.34 0.48 0.90
H 3.93 0.02 0.22
H 3.67 1.09 1.22
O 1.99 1.82 1.77
H 1.33 1.20 1.51
H 2.17 2.26 0.98
O 2.13 -1.05 2.80
H 1.75 -0.86 1.93
H 1.85 -0.29 3.23
O 3.17 -0.71 -1.35
H 3.18 -1.23 -2.15
H 2.34 -0.86 -0.94
O -2.87 0.66 1.47
H -3.02 0.89 2.40
H -1.89 0.65 1.30
*
```

## Properties
Energy above the lowest of the compared OMol25 structures with the same formula, charge and spin   0.525 eV
Strongest force on any atom   5.0 eV/A
LUMO energy   5.01 eV
Kohn-Sham gap   0.352 Eh

No. 2
# CH38NO16

17 unconnected molecules or ions with the total composition CH38NO16 at a distorted geometry (ωB97M-V/def2-TZVPD, the OMol25 dataset).

The geometry in ORCA input format:
```
! RIJCOSX wB97M-V def2-TZVPD def2/J DEFGRID3
* xyz 2 2
C -0.37 -0.48 -0.38
N 0.88 0.30 -0.11
H -0.80 -0.91 0.55
H -1.13 0.17 -0.89
H -0.17 -1.28 -1.10
H 1.09 1.00 -0.83
H 1.67 -0.34 0.01
H 0.74 0.86 0.78
H 0.36 1.58 2.66
H -0.96 0.74 2.40
O 0.08 0.73 2.46
H 3.41 1.02 1.11
H 3.69 2.21 0.12
O 2.97 1.71 0.58
H 1.81 -1.58 -2.00
H 3.05 -2.32 -1.38
O 2.28 -1.86 -1.15
H -2.47 -1.70 -2.28
H -2.64 -2.19 -0.84
O -3.03 -1.65 -1.49
H -0.41 2.06 -2.16
H 0.86 2.36 -3.03
O 0.48 1.65 -2.47
H 1.33 -2.69 0.04
H 1.07 -2.56 1.54
O 0.84 -3.08 0.77
H -4.35 1.00 -0.52
H -3.27 -0.16 -0.87
O -3.38 0.73 -0.45
H -1.55 -2.78 -4.04
H -1.95 -1.36 -4.41
O -1.51 -1.84 -3.74
H 0.09 -1.24 -3.40
H 0.75 0.04 -3.06
O 0.93 -0.88 -3.25
H 1.82 3.48 3.02
H 2.04 2.62 1.71
O 1.41 3.05 2.30
H 4.53 -1.02 1.80
H 3.07 -0.77 2.36
O 3.87 -0.34 2.04
H -2.35 1.96 -1.14
H -1.37 2.96 -0.65
O -1.70 2.57 -1.45
H -2.09 -4.01 0.41
H -0.83 -3.08 0.51
O -1.80 -3.11 0.40
H -0.05 3.52 1.44
H -1.45 3.99 1.46
O -0.91 3.37 0.99
H 0.93 -0.67 2.76
H 1.52 -1.88 3.71
O 1.56 -1.47 2.81
H -3.07 -0.15 2.50
H -2.86 0.62 1.17
O -2.57 0.58 2.09
*
```

## Properties
Strongest force on any atom   3.9 eV/A
LUMO energy (alpha / beta)   -5.53 / -13.80 eV
Kohn-Sham gap (alpha / beta)   0.417 / 0.107 Eh

No. 3
# CH3AuMgO2

A molecular structure, CH3AuMgO2 at a distorted geometry (ωB97M-V/def2-TZVPD, the OMol25 dataset).

The geometry in ORCA input format:
```
! RIJCOSX wB97M-V def2-TZVPD def2/J DEFGRID3
* xyz 0 3
O 0.81 -0.11 1.07
C 0.93 0.58 -0.12
O -0.20 0.35 -0.92
H 1.84 0.26 -0.68
H 1.02 1.68 0.05
Au -0.82 -0.81 0.61
Mg -1.79 -0.22 -1.81
H -1.78 -1.73 1.81
*
```

## Properties
Energy above the lowest of the compared OMol25 structures with the same formula, charge and spin   0.000 eV
Strongest force on any atom   10.3 eV/A
LUMO energy (alpha / beta)   -0.15 / -1.93 eV
Kohn-Sham gap (alpha / beta)   0.265 / 0.270 Eh

No. 4
# CH3Br2ClSi

A molecular structure, CH3Br2ClSi at a distorted geometry (ωB97M-V/def2-TZVPD, the OMol25 dataset).

The geometry in ORCA input format:
```
! RIJCOSX wB97M-V def2-TZVPD def2/J DEFGRID3
* xyz 0 1
C 0.52 0.76 -0.89
Si 0.84 -0.15 0.71
Cl -0.51 -0.14 2.12
Br 1.59 -2.13 0.05
Br -3.32 -0.90 1.82
H -0.05 -0.11 -1.31
H -0.29 1.65 -0.81
H 1.21 1.03 -1.68
*
```

## Properties
Energy above the lowest of the compared OMol25 structures with the same formula, charge and spin   4.315 eV
Strongest force on any atom   3.6 eV/A
LUMO energy (alpha / beta)   -1.40 / -3.00 eV
Kohn-Sham gap (alpha / beta)   0.319 / 0.175 Eh

No. 5
# CH3Br2P

2 unconnected molecules or ions with the total composition CH3Br2P at a distorted geometry (ωB97M-V/def2-TZVPD, the OMol25 dataset).

The geometry in ORCA input format:
```
! RIJCOSX wB97M-V def2-TZVPD def2/J DEFGRID3
* xyz 0 1
C -1.05 0.18 0.84
P 0.78 0.20 1.24
Br 0.22 -1.72 0.27
Br -2.08 0.79 -0.60
H -1.56 -0.55 1.42
H 2.03 0.51 -1.86
H 1.66 0.59 -1.30
*
```

## Properties
Energy above the lowest of the compared OMol25 structures with the same formula, charge and spin   5.477 eV
Strongest force on any atom   3.5 eV/A
LUMO energy (alpha / beta)   -1.44 / -1.15 eV
Kohn-Sham gap (alpha / beta)   0.226 / 0.244 Eh

No. 6
# CH3Br3Ca2F2O4PRb

A molecular structure, CH3Br3Ca2F2O4PRb at a distorted geometry (ωB97M-V/def2-TZVPD, the OMol25 dataset).

The geometry in ORCA input format:
```
! RIJCOSX wB97M-V def2-TZVPD def2/J DEFGRID3
* xyz 2 1
Rb -15.79 -0.99 26.96
Ca -18.86 -3.36 26.16
Ca -16.85 -4.98 23.64
O -16.68 -3.82 25.64
H -15.85 -3.82 26.12
O -18.97 -4.48 24.01
H -19.00 -3.69 23.45
O -16.65 -2.85 23.04
P -17.16 -1.58 23.64
O -18.25 -1.71 24.71
F -17.46 -0.42 22.64
F -15.87 -0.94 24.34
C -16.79 -0.87 19.52
Br -17.12 -2.77 19.36
Br -17.08 -0.04 17.75
Br -15.01 -0.46 20.26
H -17.54 -0.44 20.16
*
```

## Properties
Energy above the lowest of the compared OMol25 structures with the same formula, charge and spin   1.005 eV
Strongest force on any atom   2.5 eV/A
LUMO energy   -7.66 eV
Kohn-Sham gap   0.237 Eh

No. 7
# CH3Br3O4PS

A molecular structure, CH3Br3O4PS at a distorted geometry (ωB97M-V/def2-TZVPD, the OMol25 dataset).

The geometry in ORCA input format:
```
! RIJCOSX wB97M-V def2-TZVPD def2/J DEFGRID3
* xyz -1 1
O -1.57 -1.71 -1.05
P -0.56 -1.40 -2.14
S 0.57 0.38 -1.66
O 1.06 1.05 -2.89
O 1.68 0.07 -0.74
O -0.45 1.31 -0.98
H -1.28 -1.06 -3.34
H 0.26 -2.52 -2.41
C 0.16 0.82 2.99
Br -0.55 -0.42 1.69
Br -1.04 2.30 3.30
Br 0.65 -0.07 4.65
H 1.07 1.23 2.57
*
```

## Properties
Strongest force on any atom   6.3 eV/A
LUMO energy   2.59 eV
Kohn-Sham gap   0.298 Eh

No. 8
# CH3BrFO2P

2 unconnected molecules or ions with the total composition CH3BrFO2P at a distorted geometry (ωB97M-V/def2-TZVPD, the OMol25 dataset).

The geometry in ORCA input format:
```
! RIJCOSX wB97M-V def2-TZVPD def2/J DEFGRID3
* xyz 0 1
C 1.09 0.49 -0.36
O -1.50 -2.19 0.96
O 0.62 -0.74 0.30
F -1.31 0.41 -1.96
P -0.91 -0.93 0.61
Br -1.36 0.81 1.88
H 0.38 1.20 -0.02
H 0.87 0.30 -1.37
H 2.12 0.65 -0.03
*
```

## Properties
Energy above the lowest of the compared OMol25 structures with the same formula, charge and spin   4.839 eV
Strongest force on any atom   3.4 eV/A
LUMO energy (alpha / beta)   -3.21 / -3.23 eV
Kohn-Sham gap (alpha / beta)   0.268 / 0.261 Eh

No. 9
# CH3BrN2S

CH3BrN2S in the gas phase at a distorted geometry (ωB97M-V/def2-TZVPD, the OMol25 dataset).

The geometry in ORCA input format:
```
! RIJCOSX wB97M-V def2-TZVPD def2/J DEFGRID3
* xyz 0 1
N 0.64 -0.88 -0.76
C 0.52 0.29 -0.12
S 1.77 1.18 0.47
N -1.02 0.85 0.24
Br -2.20 -0.45 0.65
H -0.27 -1.17 -1.04
H 1.37 -1.40 -0.36
H -0.82 1.57 0.92
*
```

## Properties
Energy above the lowest of the compared OMol25 structures with the same formula, charge and spin   0.804 eV
Strongest force on any atom   5.5 eV/A
SMILES string   NC(=S)NBr
LUMO energy   0.02 eV
Kohn-Sham gap   0.325 Eh

No. 10
# CH3BrNO2

A gas-phase ion, CH3BrNO2 (charge -1) at a distorted geometry (ωB97M-V/def2-TZVPD, the OMol25 dataset).

The geometry in ORCA input format:
```
! RIJCOSX wB97M-V def2-TZVPD def2/J DEFGRID3
* xyz -1 1
O -0.91 -1.10 0.44
C -0.82 0.19 -0.03
O 0.30 0.82 0.64
N 1.35 1.05 -0.29
Br 2.63 -0.39 -0.18
H -0.05 -1.49 0.34
H -0.75 0.15 -1.24
H -1.74 0.78 0.32
*
```

## Properties
Energy above the lowest of the compared OMol25 structures with the same formula, charge and spin   2.433 eV
Strongest force on any atom   2.8 eV/A
SMILES string   OCO[N-]Br
LUMO energy   4.04 eV
Kohn-Sham gap   0.227 Eh

strongest force on any atom of number 8 (CH3BrFO2P)?
3.4 eV/A

Which value of strongest force on any atom does entry 6 give?
2.5 eV/A

Which of these has the highest strongest force on any atom?
CH3AuMgO2